Entry 1:
Entry from the Open Molecules 2025 dataset: a molecular structure, C2H5N5O in a non-equilibrium geometry (ωB97M-V with the def2-TZVPD basis set).

Last column: Mulliken charge in e.
CARTESIAN COORDINATES (ANGSTROEM)
C  1.080  0.125  -0.169  0.5624
C  -0.935  0.649  -0.009  0.1849
H  2.779  -0.976  -0.021  0.2884
H  2.906  0.998  -0.380  0.3043
H  -2.501  2.178  -0.146  0.2962
H  -2.669  -0.404  0.098  0.4833
H  0.959  -1.694  0.858  0.3416
N  2.477  0.085  -0.038  -0.4837
N  0.402  1.183  -0.162  -0.5501
N  -2.133  1.092  0.099  -0.5381
N  -0.907  -0.725  0.335  0.1861
N  0.426  -1.209  -0.026  -0.4470
O  -1.884  -1.303  -0.436  -0.6283

Output
HOMO	-0.3112	Ha
Kohn-Sham gap	8.94	eV
net charge	0
ΔE to the lowest compared entry with this formula, charge and spin	447.12	kJ/mol


Entry 2:
Entry from the Open Molecules 2025 dataset: a single C2H5N5O molecule in a non-equilibrium geometry (ωB97M-V with the def2-TZVPD basis set).

Last column: Mulliken charge in e.
CARTESIAN COORDINATES (ANGSTROEM)
C  -1.712  0.707  -0.986  -0.6028
C  0.953  -0.363  0.631  0.7621
H  -2.163  1.822  -0.726  0.2681
H  -1.638  1.036  -2.255  0.2919
H  -2.290  -0.304  -0.608  0.2771
H  1.895  -0.002  2.224  0.2739
H  -1.802  0.837  1.323  0.3809
N  -0.194  0.734  -0.947  -0.0551
N  0.236  -0.655  -1.314  -0.1979
N  0.823  -1.182  -0.430  -0.1819
N  1.877  -0.572  1.398  -0.5150
N  0.131  0.750  0.484  -0.1629
O  -1.194  0.127  0.980  -0.5385

Output
SMILES	[H]/N=c1/nnn(C)n1O
HOMO	-0.3728	Ha
Kohn-Sham gap	9.79	eV
net charge	0
ΔE to the lowest compared entry with this formula, charge and spin	710.33	kJ/mol


Entry 3:
Entry from the Open Molecules 2025 dataset: a single C2H5NO molecule (ωB97M-V with the def2-TZVPD basis set).

Last column: Mulliken charge in e.
CARTESIAN COORDINATES (ANGSTROEM)
C  0.312  -0.931  -0.844  -0.5211
C  -0.350  0.605  -0.139  -0.0644
O  -1.186  -0.391  -0.074  -0.3136
N  -0.112  1.194  1.053  -0.3245
H  0.033  -1.952  -0.563  0.2480
H  1.329  -0.745  -0.486  0.2752
H  0.217  -0.749  -1.908  0.2534
H  -0.650  0.914  1.870  0.2130
H  0.408  2.055  1.092  0.2340

Output
HOMO	-0.2920	Ha
Kohn-Sham gap	8.80	eV
net charge	0
ΔE to the lowest compared entry with this formula, charge and spin	438.48	kJ/mol


Entry 4:
Entry from the Open Molecules 2025 dataset: a molecular structure, C2H5NO in a non-equilibrium geometry (ωB97M-V with the def2-TZVPD basis set).

Last column: Mulliken charge in e.
CARTESIAN COORDINATES (ANGSTROEM)
C  0.530  0.822  -0.177  -0.8409
C  -0.432  -0.329  0.117  0.3509
N  -0.347  -1.334  -0.609  -0.4841
O  -0.934  -0.237  1.457  -0.4419
H  1.594  0.580  -0.191  0.2864
H  0.346  1.557  0.608  0.3175
H  0.341  1.214  -1.173  0.2839
H  -1.036  -1.471  -1.338  0.2632
H  -0.063  -0.803  1.307  0.2650

Output
HOMO	-0.3283	Ha
Kohn-Sham gap	9.38	eV
net charge	0
ΔE to the lowest compared entry with this formula, charge and spin	424.33	kJ/mol


Entry 5:
Entry from the Open Molecules 2025 dataset: 2 unconnected molecules or ions with the total composition C2H5NO in a non-equilibrium geometry (ωB97M-V with the def2-TZVPD basis set).

Last column: Mulliken charge in e.
CARTESIAN COORDINATES (ANGSTROEM)
C  -0.672  1.060  0.666  -0.2911
C  0.811  -1.346  -0.316  -0.9552
N  -0.502  0.813  -0.527  0.2295
O  -0.677  1.469  -1.545  -0.4515
H  -1.246  1.918  1.073  0.2955
H  -0.199  0.359  1.463  0.1620
H  1.626  -0.839  0.248  0.3274
H  0.793  -1.672  -1.330  0.3299
H  0.066  -1.762  0.268  0.3535

Output
HOMO (alpha / beta)	-0.3550 / -0.3225	Ha
Kohn-Sham gap (alpha / beta)	9.92 / 8.21	eV
net charge	0
ΔE to the lowest compared entry with this formula, charge and spin	585.47	kJ/mol


Entry 6:
Entry from the Open Molecules 2025 dataset: a single C2H5NO2 molecule (ωB97M-V with the def2-TZVPD basis set).

Last column: Mulliken charge in e.
CARTESIAN COORDINATES (ANGSTROEM)
C  -1.620  0.034  -0.010  -0.5616
C  0.711  0.278  -0.013  0.6763
H  -2.357  -0.763  -0.133  0.2300
H  -1.682  0.735  -0.838  0.2746
H  -1.811  0.568  0.935  0.2568
H  1.878  -1.417  0.071  0.2111
H  2.748  0.085  0.010  0.2274
N  1.879  -0.418  -0.022  -0.3655
O  -0.341  -0.587  0.000  -0.3625
O  0.595  1.486  0.001  -0.5867

Output
SMILES	COC(N)=O
HOMO	-0.3836	Ha
Kohn-Sham gap	11.33	eV
net charge	0
ΔE to the lowest compared entry with this formula, charge and spin	1.20	kJ/mol